[1]
18
Properties=species:S:1:pos:R:3:forces:R:3:mulliken_charge:R:1 method="wB97M-V/def2-TZVPD" gap_ev=10.2 total_charge=+1 max_force_ev_per_a=5.46 spin_multiplicity=1 e_above_lowest_ev=0.937 smiles="CC(C)([NH3+])C(=O)P"
C -0.554 -0.421 1.090 1.8 2.2 0.6 -2.06
C -0.059 0.284 -0.136 1.7 -1.6 -1.8 0.98
C 1.233 1.108 0.039 0.1 0.7 0.2 -1.35
N -1.034 1.329 -0.692 -3.1 -4.3 1.4 -0.33
C 0.133 -0.805 -1.358 -1.5 1.5 -0.7 0.42
O -0.516 -0.579 -2.383 0.9 0.1 1.5 -0.57
P 1.027 -2.390 -1.144 -0.8 -0.1 1.2 -0.01
H -0.900 0.313 1.755 -1.3 1.6 0.8 0.60
H 0.220 -0.691 1.783 0.9 -1.2 -0.4 0.51
H -1.306 -1.100 0.994 -1.8 -2.2 -0.6 0.48
H 1.279 1.430 1.111 0.3 -0.1 -1.0 0.37
H 1.010 1.979 -0.602 1.0 0.0 0.5 0.43
H 2.233 0.744 -0.321 -1.2 -0.2 0.5 0.32
H -2.023 1.094 -0.293 2.0 0.8 -1.0 0.39
H -1.053 1.076 -1.702 0.0 0.6 -0.3 0.31
H -0.728 2.194 -0.349 0.1 1.8 -0.1 0.33
H 1.450 -2.503 -2.449 0.5 0.2 -0.5 0.11
H 2.130 -1.898 -0.419 0.2 0.0 -0.4 0.08

***

[2]
31
Properties=species:S:1:pos:R:3:forces:R:3:mulliken_charge:R:1 method="wB97M-V/def2-TZVPD" gap_ev=4.6 total_charge=+2 max_force_ev_per_a=8.37 spin_multiplicity=1
N 0.620 -3.952 0.037 -0.7 2.7 -0.1 -0.58
C 0.461 -2.670 -0.011 -0.4 -1.2 -0.3 -0.03
C -0.938 -2.001 -0.411 0.8 -0.3 0.1 -0.76
C -1.253 -0.860 0.646 2.4 -2.5 1.1 -0.03
O -2.605 -1.096 1.154 0.1 4.5 -0.8 -0.34
S -3.396 0.377 1.204 -8.1 -2.0 0.6 1.02
O -4.456 0.494 0.163 4.2 -0.3 1.8 -0.49
O -3.987 0.602 2.537 3.5 0.0 -2.6 -0.47
O -2.130 1.383 0.691 0.3 -0.4 0.5 -0.48
C -0.868 0.651 0.344 -0.9 0.7 -1.1 0.54
C -0.501 1.130 -1.124 0.9 0.6 0.1 -0.61
C 0.985 1.711 -1.255 -0.6 -0.9 -1.0 -0.28
C 2.127 0.637 -1.035 0.8 1.0 0.7 -0.62
C 2.573 0.432 0.466 0.6 -1.0 0.1 -0.56
O 3.358 1.530 0.969 -1.2 -0.2 -0.2 -0.54
H -0.284 -4.373 -0.223 0.4 -0.3 0.1 0.28
H 1.327 -1.998 0.270 -0.9 -0.7 -0.4 0.27
H -0.964 -1.672 -1.488 0.1 -0.2 1.1 0.25
H -1.690 -2.848 -0.335 0.6 1.3 0.2 0.50
H -0.599 -1.124 1.533 -0.7 0.3 -0.9 0.34
H -0.129 1.182 1.030 -0.3 -1.6 -0.3 0.33
H -0.677 0.377 -1.937 -0.1 0.7 0.9 0.49
H -1.200 2.017 -1.368 0.3 -1.1 -0.1 0.15
H 1.077 2.073 -2.328 -0.2 -0.2 1.3 0.33
H 1.097 2.648 -0.610 0.3 -0.8 -0.3 0.07
H 1.894 -0.361 -1.509 -0.1 1.1 0.5 0.39
H 3.042 1.030 -1.579 -1.0 -0.5 0.7 0.40
H 3.219 -0.500 0.493 -0.8 0.9 -0.1 0.35
H 1.729 0.252 1.196 0.5 0.0 -0.9 0.30
H 3.318 1.480 1.941 0.4 0.0 -0.5 0.36
Pb -1.147 3.449 0.536 -0.1 0.4 -0.1 1.44

***

[3]
83
Properties=species:S:1:pos:R:3:forces:R:3:mulliken_charge:R:1 method="wB97M-V/def2-TZVPD" gap_ev=2.0 total_charge=-1 max_force_ev_per_a=0.55 spin_multiplicity=1
C -2.304 -1.569 2.011 0.0 -0.1 0.2 -0.44
O -3.356 -1.437 1.060 -0.1 0.0 0.0 -0.30
C -3.055 -1.838 -0.253 0.0 0.0 0.0 -0.18
C -3.621 -0.831 -1.265 0.0 0.1 0.1 -0.95
C -2.635 -0.465 -2.374 -0.1 -0.2 0.0 -0.60
C -2.142 -1.684 -3.183 0.0 0.0 0.0 -0.74
C -0.624 -1.756 -3.345 0.0 0.0 0.0 -0.76
C -0.003 -0.497 -3.989 0.1 0.0 0.0 -0.65
C 0.789 -0.752 -5.292 0.0 0.0 0.2 -0.90
C 2.303 -0.507 -5.180 0.1 0.0 0.0 -0.73
C 2.760 0.887 -5.644 -0.2 0.0 -0.1 -0.54
C 4.099 0.886 -6.406 -0.1 0.2 0.1 -0.93
Si 5.665 1.106 -5.429 -0.1 -0.1 -0.2 0.33
Br 5.268 1.361 -3.265 0.0 0.0 0.1 -0.26
O 6.442 2.451 -6.005 0.3 -0.4 0.3 0.16
Si 7.976 2.968 -5.798 0.0 0.5 -0.3 0.51
O 8.349 3.902 -7.098 0.3 -0.2 -0.1 -0.60
O 8.952 1.577 -5.832 0.3 -0.1 0.1 -0.26
N 10.336 1.863 -5.931 0.1 -0.3 0.0 0.22
O 10.989 0.914 -5.752 -0.3 0.3 -0.1 -0.33
P 8.186 4.091 -3.877 -0.3 0.0 0.2 0.18
C 9.890 3.639 -3.324 0.1 0.1 -0.2 -1.06
C 8.483 5.782 -4.561 0.2 -0.1 -0.1 -1.07
H -1.800 -0.607 2.154 0.0 0.0 -0.1 0.22
H -2.725 -1.857 2.979 -0.1 0.1 0.0 0.07
H -1.576 -2.317 1.675 0.0 0.0 0.1 0.32
H -1.968 -1.930 -0.387 0.0 0.1 0.0 0.13
H -3.486 -2.835 -0.426 0.1 0.0 0.0 0.19
H -3.873 0.063 -0.691 -0.1 0.0 -0.1 0.39
H -4.553 -1.206 -1.700 0.0 0.0 0.0 0.29
H -1.780 0.045 -1.918 0.0 0.0 0.0 0.38
H -3.118 0.245 -3.050 0.1 0.1 0.1 0.42
H -2.603 -1.686 -4.176 0.0 0.0 0.0 0.40
H -2.482 -2.601 -2.693 0.0 0.0 0.0 0.35
H -0.179 -1.933 -2.361 0.0 0.0 0.0 0.20
H -0.377 -2.628 -3.958 0.0 0.0 0.1 0.48
H -0.790 0.236 -4.177 0.0 0.0 0.0 0.35
H 0.675 -0.033 -3.267 -0.1 0.1 0.0 0.42
H 0.632 -1.788 -5.602 -0.1 0.1 0.0 0.40
H 0.386 -0.116 -6.086 0.0 -0.1 -0.1 0.41
H 2.835 -1.262 -5.767 0.0 0.0 0.0 0.50
H 2.605 -0.659 -4.139 0.1 -0.1 -0.1 0.34
H 1.994 1.299 -6.307 0.0 0.0 0.0 0.43
H 2.814 1.562 -4.787 -0.1 0.0 -0.1 0.24
H 4.195 -0.033 -6.992 0.0 0.0 0.0 0.46
H 4.101 1.708 -7.130 0.1 0.0 0.0 0.38
H 6.577 -0.045 -5.516 0.0 0.0 0.0 -0.16
H 9.115 3.618 -7.611 -0.2 0.1 0.0 0.32
H 10.662 3.970 -4.022 0.0 -0.1 0.0 0.32
H 9.977 2.562 -3.178 0.0 0.0 0.1 0.30
H 10.056 4.132 -2.365 0.0 -0.1 0.0 0.37
H 8.545 6.486 -3.730 0.0 0.0 0.0 0.37
H 7.659 6.066 -5.215 0.0 0.1 0.1 0.32
H 9.404 5.831 -5.144 0.0 0.0 0.0 0.28
C -4.289 0.997 7.565 0.0 0.0 0.0 -1.78
C -4.019 -0.504 7.345 0.0 -0.1 0.1 1.64
C -4.785 -1.305 8.412 0.0 -0.1 0.0 -1.38
C -6.300 -1.372 8.192 0.0 0.0 0.0 -0.59
C -6.681 -1.304 6.705 0.0 0.0 0.1 -1.50
C -5.557 -1.717 5.752 0.0 -0.2 0.1 1.98
N -4.417 -0.837 5.961 0.0 0.4 -0.3 0.18
O -3.348 -1.190 5.122 0.1 -0.2 0.0 -0.80
C -6.042 -1.482 4.319 -0.1 -0.1 0.0 -1.80
C -5.242 -3.223 5.890 0.0 0.0 0.0 -1.71
C -2.530 -0.758 7.567 0.0 0.0 0.1 -1.93
H -3.733 1.566 6.818 0.0 0.0 0.0 0.40
H -3.980 1.326 8.566 0.0 0.0 0.0 0.34
H -5.350 1.219 7.437 0.0 0.0 0.0 0.37
H -4.380 -2.318 8.429 0.0 0.0 0.0 0.31
H -4.565 -0.882 9.399 0.0 0.0 0.0 0.57
H -6.673 -2.304 8.627 0.0 0.0 0.0 0.34
H -6.802 -0.567 8.737 0.0 0.0 0.0 0.35
H -7.560 -1.931 6.519 0.0 0.0 0.0 0.53
H -6.970 -0.282 6.438 0.1 0.0 0.0 0.28
H -6.202 -0.414 4.160 0.0 0.0 0.0 0.45
H -6.983 -2.018 4.137 0.0 0.0 0.0 0.37
H -5.291 -1.823 3.608 0.0 0.0 0.0 0.19
H -6.129 -3.827 5.664 0.0 0.0 0.0 0.39
H -4.902 -3.488 6.891 0.0 0.0 0.0 0.34
H -4.449 -3.475 5.186 0.1 0.1 0.0 0.31
H -2.267 -0.471 8.594 0.0 0.0 0.0 0.39
H -1.933 -0.183 6.863 0.0 0.0 0.0 0.37
H -2.291 -1.810 7.416 0.0 0.0 -0.1 0.41

***

[4]
10
Properties=species:S:1:pos:R:3:forces:R:3:mulliken_charge:R:1 method="wB97M-V/def2-TZVPD" gap_ev=6.8 total_charge=-1 max_force_ev_per_a=3.36 spin_multiplicity=1 e_above_lowest_ev=1.600
S -1.452 -1.233 -1.621 -1.0 -0.2 -0.7 -0.88
H -2.601 -1.467 -2.369 1.0 0.1 0.6 -0.04
C 1.861 1.639 1.834 -3.0 -0.9 -1.1 -0.79
C 0.833 0.705 1.589 3.0 0.6 1.0 0.05
N 0.569 0.371 0.289 -1.5 -0.1 -1.6 -0.31
H 2.063 2.418 1.066 0.5 -1.0 0.6 0.21
H 2.413 1.497 2.717 0.3 0.8 1.3 0.25
H 0.409 0.126 2.537 1.0 0.7 -2.6 0.24
H 0.535 1.049 -0.516 0.3 -0.9 1.7 0.18
H 0.273 -0.554 -0.057 -0.5 0.9 0.9 0.09

***

[5]
44
Properties=species:S:1:pos:R:3:forces:R:3:mulliken_charge:R:1 method="wB97M-V/def2-TZVPD" gap_ev=3.2 total_charge=+1 max_force_ev_per_a=3.89 spin_multiplicity=1
O 0.831 3.315 0.401 -0.9 -0.3 1.3 -0.34
H 0.296 4.047 0.770 -0.1 -0.2 0.0 0.49
Ga -1.203 0.062 -0.427 0.8 -2.3 -0.7 0.16
N -1.907 -0.516 -2.095 -0.6 0.4 2.1 0.24
N 0.418 -0.753 -1.078 -0.6 2.2 2.4 0.44
O -2.943 0.020 -2.866 -1.0 1.0 -0.3 -0.50
O 1.630 -1.076 -0.419 0.6 0.2 1.3 -0.56
C -1.030 -1.247 -2.835 3.7 -0.9 0.8 0.05
C 0.240 -1.419 -2.239 -2.5 -0.3 -2.0 0.43
C -1.431 -1.672 -4.186 0.2 -0.6 -0.6 -1.44
C 1.402 -2.185 -2.732 0.3 -0.6 -1.0 -1.54
H -2.222 -0.997 -4.517 0.2 -0.4 -0.3 0.44
H -1.785 -2.714 -4.191 -0.2 0.2 -0.2 0.25
H -0.574 -1.618 -4.873 -0.3 0.0 0.1 0.35
H 2.055 -2.524 -1.921 -0.3 0.0 -0.3 0.41
H 2.003 -1.565 -3.411 0.1 -0.1 0.1 0.26
H 1.073 -3.054 -3.307 0.1 0.0 0.0 0.39
H -3.629 0.308 -2.255 0.1 -0.2 0.0 0.35
H 1.669 -0.525 0.394 -0.5 -0.5 -1.1 0.28
O -1.489 -2.220 0.728 -0.2 -0.3 0.3 -0.49
H -2.223 -2.806 0.464 0.6 0.2 0.1 0.26
H -0.734 -2.779 0.985 -0.5 0.2 -0.4 0.28
C 2.136 3.778 -0.016 2.1 0.3 -1.1 -0.49
H 2.314 4.814 0.303 -0.3 -0.5 0.1 0.33
H 2.169 3.738 -1.119 -0.1 -0.1 0.6 0.26
H 2.903 3.098 0.398 -0.6 0.4 -0.1 0.23
O -1.015 1.799 -1.283 0.6 2.6 -0.9 -0.33
H -0.406 2.413 -0.828 -0.5 -0.4 -0.6 0.37
H -0.838 1.823 -2.248 -0.1 -0.3 0.7 0.42
O -1.596 1.041 1.060 0.1 -0.4 0.4 -0.55
C -1.464 0.541 2.380 -0.9 0.7 -1.3 -0.98
C -0.034 0.515 2.833 -0.3 0.2 -0.4 0.83
C 0.220 0.286 4.173 0.5 0.0 -0.2 -0.99
C 1.534 0.282 4.598 0.0 0.0 -0.5 -0.35
C 2.552 0.437 3.649 -0.1 0.0 -0.2 -1.01
C 2.208 0.623 2.319 -0.2 0.3 0.8 0.15
N 0.923 0.751 1.922 0.3 0.3 0.1 -0.07
H 0.853 2.540 1.081 -0.2 -0.5 -0.4 0.23
H -2.053 1.238 2.975 0.2 0.0 0.5 0.46
H -1.964 -0.432 2.490 0.5 0.0 0.1 0.37
H -0.638 0.158 4.816 0.1 -0.1 0.3 0.50
H 1.764 0.136 5.633 0.2 0.0 0.4 0.45
H 3.593 0.449 3.935 0.0 -0.2 0.0 0.43
H 2.968 0.683 1.545 0.0 0.2 0.1 0.57

***

[6]
47
Properties=species:S:1:pos:R:3:forces:R:3:mulliken_charge:R:1 method="wB97M-V/def2-TZVPD" gap_ev=2.2 total_charge=+2 max_force_ev_per_a=1.27 spin_multiplicity=1 e_above_lowest_ev=0.000
F 3.750 -0.562 1.306 0.0 0.2 0.2 -0.31
C 2.946 -0.375 0.249 0.0 -0.5 -0.5 0.79
F 1.776 0.200 0.658 0.0 0.2 0.2 -0.27
C 2.612 -1.712 -0.378 -0.4 -0.4 0.1 -0.95
C 1.990 -2.668 0.684 0.3 0.1 -0.2 -0.44
B 0.617 -3.202 0.222 0.6 0.0 -0.4 -0.03
O 0.420 -4.495 -0.234 -0.4 0.2 1.1 -0.33
B -0.813 -4.974 0.142 0.2 -0.2 -0.8 0.62
O -1.914 -4.194 -0.290 -0.2 -0.1 1.1 -0.37
B -1.732 -2.916 0.120 -0.1 -0.3 -0.8 0.23
C -3.030 -1.990 0.416 -1.0 0.7 -0.3 -0.46
C -2.762 -0.474 0.464 -0.6 0.6 0.4 -0.20
C -3.475 0.374 -0.616 0.2 -0.6 -0.1 -0.71
C -2.588 1.407 -1.294 -0.4 0.2 0.2 -0.95
N -1.996 2.400 -0.384 0.2 0.0 -0.6 0.24
C -2.078 2.522 0.948 0.1 0.0 0.3 0.11
C -1.294 3.645 1.351 -0.1 -0.1 0.3 -0.74
C -0.757 4.193 0.220 0.1 0.3 -0.2 -0.57
C -1.202 3.418 -0.857 -0.1 -0.2 -0.1 -0.29
O -0.518 -2.347 0.266 -0.2 -0.1 0.5 -0.10
C 3.629 0.555 -0.781 0.0 0.0 0.1 0.54
F 2.792 0.691 -1.821 -0.1 0.1 -0.1 -0.29
F 4.728 -0.052 -1.223 0.1 0.0 0.0 -0.27
S 4.133 2.286 -0.182 0.3 -0.1 0.0 1.38
F 4.793 2.536 -1.592 -0.1 0.0 -0.1 -0.29
F 5.491 1.716 0.367 0.0 -0.1 0.1 -0.29
F 3.475 2.052 1.241 -0.1 0.1 0.0 -0.30
F 2.750 2.880 -0.708 -0.2 0.1 0.0 -0.31
F 4.547 3.724 0.263 0.0 0.1 0.0 -0.27
H 1.900 -1.539 -1.183 0.1 0.2 -0.2 0.37
H 3.486 -2.175 -0.822 0.2 0.1 0.0 0.48
H 1.897 -2.136 1.631 -0.2 0.0 0.1 0.39
H 2.661 -3.502 0.872 0.1 0.0 0.0 0.22
H -0.964 -5.856 0.913 -0.1 -0.2 -0.3 -0.03
H -3.722 -2.239 -0.444 0.2 -0.1 -0.4 0.09
H -3.503 -2.336 1.371 0.4 -0.3 0.3 0.13
H -1.688 -0.287 0.446 0.1 -0.3 -0.1 0.51
H -3.104 -0.120 1.436 0.2 0.0 0.1 0.39
H -4.398 0.812 -0.238 0.0 0.2 0.1 0.40
H -3.784 -0.294 -1.423 0.0 0.1 -0.2 0.56
H -1.787 0.907 -1.833 0.1 0.0 0.0 0.42
H -3.196 1.962 -2.005 0.0 0.0 -0.2 0.47
H -2.641 1.850 1.566 -0.1 0.0 0.0 0.38
H -1.165 3.968 2.369 0.0 0.0 0.1 0.48
H -0.117 5.053 0.140 0.1 0.0 0.0 0.50
H -1.021 3.513 -1.915 0.1 0.0 0.0 0.47
Be -5.145 -2.220 0.562 0.7 0.1 0.0 0.61